Record 1
Molecular formula: C20H24F8MgN6O12S2
Method: DFT, ωB97M-V with the def2-TZVPD basis set

The calculation puts the frontier orbital gap at 9.85 eV. The total energy is -3803.46472 Ha. As for the HOMO energy: -10.3 eV. The value obtained for the LUMO energy is -0.0161 Ha.

Positions of all 73 atoms, in Å:
Mg1 1.11 2.71 -13.19
C1 2.34 6.58 -15.20
F1 3.39 6.98 -15.87
F2 2.59 6.54 -13.90
F3 1.35 7.41 -15.49
S1 1.92 4.77 -15.65
O1 0.95 4.86 -16.73
O2 3.17 4.16 -15.98
O3 1.41 4.12 -14.42
C2 4.89 4.07 -11.23
F4 5.12 4.91 -12.22
F5 5.97 3.86 -10.51
F6 3.96 4.57 -10.41
S2 4.22 2.46 -11.97
O4 5.13 2.17 -13.07
O5 4.19 1.46 -10.93
O6 2.90 2.89 -12.48
C3 1.65 1.97 -18.38
C4 2.09 0.70 -19.09
O7 1.02 0.43 -19.95
C5 -0.04 1.19 -19.65
O8 -1.12 1.05 -20.13
O9 0.26 2.00 -18.63
F7 2.24 -0.36 -18.23
H1 2.19 2.84 -18.74
H2 1.95 1.96 -17.33
H3 3.06 0.82 -19.58
C6 -2.12 6.40 -14.94
C7 -2.81 5.03 -15.19
O10 -2.75 4.52 -13.86
C8 -2.80 5.57 -13.02
O11 -3.05 5.44 -11.86
O12 -2.63 6.72 -13.64
F8 -2.17 4.22 -16.02
H4 -2.36 7.10 -15.74
H5 -1.03 6.44 -14.95
H6 -3.79 5.32 -15.56
C9 6.19 4.01 -16.15
C10 6.47 2.61 -16.45
N1 6.72 1.53 -16.73
H7 5.66 4.51 -16.96
H8 7.15 4.54 -16.10
H9 5.83 4.17 -15.14
C11 -0.65 9.56 -17.06
C12 -0.93 10.60 -18.07
N2 -1.16 11.35 -18.90
H10 -0.41 8.60 -17.50
H11 -1.58 9.34 -16.53
H12 0.12 9.98 -16.42
C13 -1.25 4.17 -9.81
C14 -0.49 4.16 -11.04
N3 0.05 4.10 -12.05
H13 -0.70 4.19 -8.87
H14 -1.90 3.31 -9.88
H15 -1.87 5.07 -9.85
C15 -1.01 5.03 -18.97
C16 -1.42 6.32 -19.48
N4 -1.82 7.34 -19.82
H16 -1.59 4.30 -19.56
H17 -1.34 5.08 -17.93
H18 0.03 4.74 -19.05
C17 -1.73 0.62 -16.28
C18 -1.10 1.35 -15.22
N5 -0.61 2.01 -14.43
H19 -1.94 -0.41 -16.00
H20 -1.18 0.53 -17.21
H21 -2.66 1.11 -16.59
C19 4.35 0.16 -15.27
C20 3.07 0.69 -14.88
N6 2.14 1.23 -14.49
H22 4.76 0.62 -16.17
H23 4.50 -0.92 -15.28
H24 5.04 0.56 -14.51

Atom charges from the Löwdin analysis, given in e for atoms 1 to 8: 0.591 -0.669 0.172 0.145 0.136 0.553 -0.309 -0.294

=====

Record 2
Molecular formula: C20H24IN4OTl
Method: DFT, ωB97M-V with the def2-TZVPD basis set

The calculation puts the frontier orbital gap (alpha / beta) at 3.34 / 2.60 eV. The total energy is -1540.51955 Ha. As for the HOMO energy (alpha / beta): 1.3 / 2.0 eV. The charge is -2. The value obtained for the LUMO energy (alpha / beta) is 0.1688 / 0.1680 Ha.

Positions of all 51 atoms, in Å:
C1 -5.36 1.42 -1.17
I1 -2.40 2.36 -0.86
H1 -5.48 2.49 -0.78
H2 -5.86 0.87 -0.38
H3 -6.15 1.29 -1.92
C2 1.37 1.85 -3.72
C3 1.31 3.12 -3.22
N1 0.65 3.01 -1.98
C4 0.36 1.73 -1.70
N2 0.71 1.03 -2.80
H4 1.75 1.46 -4.63
H5 1.65 4.07 -3.61
C5 -2.35 -1.82 3.22
C6 -1.77 -0.24 1.73
N3 -1.67 -1.55 2.04
H6 -3.35 -0.42 4.57
N4 -2.47 0.33 2.74
H7 -2.38 -2.81 3.64
Tl1 -0.64 0.74 0.23
C7 -4.22 0.31 -1.91
O1 -4.48 -0.80 -1.85
C8 -2.82 -0.65 3.67
C9 -2.81 1.73 2.87
H8 -1.96 2.31 3.25
H9 -3.64 1.82 3.58
H10 -3.08 2.12 1.88
C10 -1.07 -2.56 1.17
H11 -1.00 -3.47 1.77
H12 -0.07 -2.24 0.85
H13 -1.68 -2.75 0.26
C11 0.58 -0.42 -2.92
H14 1.14 -0.74 -3.81
H15 -0.48 -0.69 -3.03
H16 0.96 -0.94 -2.03
C12 0.45 4.13 -1.09
H17 -0.47 4.02 -0.52
H18 0.36 5.03 -1.68
H19 1.27 4.26 -0.38
C13 1.11 -0.29 0.36
C14 2.09 -1.03 0.43
C15 3.32 -1.69 0.52
C16 3.99 -1.75 1.76
C17 5.18 -2.42 1.89
C18 5.72 -3.11 0.81
C19 5.03 -3.14 -0.39
C20 3.81 -2.48 -0.52
H20 3.65 -1.19 2.63
H21 5.78 -2.39 2.79
H22 6.59 -3.74 0.95
H23 5.48 -3.67 -1.22
H24 3.36 -2.50 -1.50

Atom charges from the Löwdin analysis, given in e for atoms 1 to 8: -0.342 0.573 -0.019 -0.035 -0.022 -0.069 -0.057 -0.165

=====

Record 3
Molecular formula: C20H24N2O3
Method: DFT, ωB97M-V with the def2-TZVPD basis set

The calculation puts the frontier orbital gap at 8.84 eV. The total energy is -1111.17439 Ha. As for the energy relative to the best compared isomer or geometry (same formula, charge and spin): 410.1 kcal/mol. As for the HOMO energy: -8.6 eV. The value obtained for the LUMO energy is 0.0104 Ha.

Positions of all 49 atoms, in Å:
C1 1.88 4.46 -1.56
C2 3.11 3.51 -1.83
O1 3.09 2.22 -1.04
C3 3.35 2.36 0.24
C4 3.80 3.51 0.83
C5 3.97 3.46 2.41
C6 3.76 2.34 3.08
C7 3.52 0.96 2.24
C8 3.33 1.12 0.90
H1 2.92 0.31 0.26
C9 3.38 -0.39 3.13
O2 4.33 -0.80 3.74
N1 2.23 -1.03 2.44
C10 1.01 -0.78 2.07
C11 0.43 -1.78 1.21
C12 -0.87 -1.33 0.71
C13 -1.46 -0.06 0.59
C14 -0.75 0.91 1.43
C15 0.45 0.38 2.07
H2 0.92 1.36 2.76
H3 -1.05 1.79 1.44
H4 -2.30 0.15 0.42
C16 -1.52 -2.63 0.05
O3 -1.47 -3.64 0.48
N2 -2.01 -2.47 -1.21
H5 -2.27 -1.34 -1.49
C17 -2.99 -3.07 -2.11
H6 -2.59 -4.32 -1.56
H7 -2.74 -2.92 -2.96
C18 -4.54 -3.03 -1.73
C19 -5.13 -4.32 -2.40
H8 -4.90 -4.19 -3.60
H9 -4.84 -5.21 -2.06
H10 -6.24 -4.09 -2.37
C20 -4.99 -1.67 -2.25
H11 -4.81 -1.73 -3.11
H12 -4.47 -1.01 -1.77
H13 -6.23 -1.55 -1.90
H14 -4.63 -3.17 -0.61
H15 0.79 -2.70 1.45
H16 2.11 -1.95 2.97
H17 3.96 2.16 4.34
H18 4.32 4.31 3.02
H19 3.89 4.59 0.54
H20 4.26 4.15 -1.47
H21 3.20 3.23 -2.92
H22 1.74 4.79 -0.64
H23 0.95 3.91 -2.02
H24 2.10 5.20 -2.22

Atom charges from the natural (NBO) analysis, given in e for atoms 1 to 8: -0.621 -0.062 -0.513 0.370 -0.365 -0.228 -0.235 -0.070

=====

Record 4
Molecular formula: C20H24N2O3S
Method: DFT, ωB97M-V with the def2-TZVPD basis set

The calculation puts the frontier orbital gap at 8.80 eV. The total energy is -1509.96735 Ha. As for the energy relative to the best compared isomer or geometry (same formula, charge and spin): 30.4 kcal/mol. As for the HOMO energy: -8.4 eV. The value obtained for the LUMO energy is 0.0151 Ha.

Positions of all 50 atoms, in Å:
O1 1.37 -0.50 4.03
C1 0.50 -0.03 3.33
N1 0.72 0.49 2.10
H1 -0.07 0.81 1.56
C2 1.94 0.21 1.36
C3 1.68 -0.97 0.46
C4 1.21 -0.79 -0.83
C5 0.86 -1.87 -1.61
C6 0.98 -3.16 -1.11
C7 1.45 -3.35 0.18
C8 1.80 -2.27 0.96
H2 2.15 -2.42 1.97
H3 1.54 -4.35 0.57
H4 0.70 -4.00 -1.72
H5 0.50 -1.71 -2.62
H6 1.12 0.22 -1.22
H7 2.22 1.09 0.78
H8 2.71 -0.02 2.10
C9 -0.97 -0.02 3.74
C10 -1.51 -1.41 3.46
H9 -0.93 -2.16 4.00
H10 -2.56 -1.52 3.72
S1 -1.26 -1.82 1.67
O2 -1.44 -3.27 1.56
C11 -2.88 -1.13 1.06
C12 -2.69 -0.70 -0.38
C13 -2.01 0.66 -0.44
O3 -1.61 1.24 0.55
N2 -1.94 1.19 -1.68
H11 -2.18 0.63 -2.47
C14 -1.37 2.51 -1.92
C15 0.10 2.45 -2.25
C16 1.04 2.89 -1.33
C17 2.39 2.80 -1.62
C18 2.81 2.26 -2.83
C19 1.88 1.82 -3.74
C20 0.53 1.91 -3.46
H12 -0.20 1.57 -4.18
H13 2.20 1.40 -4.69
H14 3.87 2.19 -3.05
H15 3.12 3.15 -0.90
H16 0.72 3.29 -0.38
H17 -1.52 3.09 -1.01
H18 -1.93 2.97 -2.74
H19 -2.07 -1.44 -0.90
H20 -3.65 -0.63 -0.90
H21 -3.60 -1.94 1.15
H22 -3.17 -0.28 1.68
H23 -1.04 0.20 4.81
H24 -1.52 0.74 3.18

Atom charges from the natural (NBO) analysis, given in e for atoms 1 to 8: -0.640 0.679 -0.629 0.431 -0.253 -0.027 -0.246 -0.214